{"formula": "C44H43BFIrN10O5P", "method": "ωB97M-V/def2-TZVPD", "species": ["Ir", "N", "C", "N", "C", "N", "N", "C", "N", "C", "C", "C", "C", "C", "N", "H", "H", "H", "H", "H", "H", "H", "H", "C", "C", "N", "C", "C", "C", "O", "O", "C", "O", "C", "C", "C", "F", "C", "C", "C", "N", "C", "C", "N", "C", "C", "H", "H", "H", "H", "H", "H", "H", "H", "H", "H", "H", "H", "H", "H", "H", "H", "H", "H", "O", "C", "O", "C", "C", "C", "C", "C", "C", "P", "C", "C", "C", "C", "C", "C", "C", "C", "C", "C", "C", "C", "H", "H", "H", "H", "H", "H", "H", "H", "H", "H", "H", "H", "H", "H", "B", "C", "N", "H", "H", "H"], "positions_angstrom": [[1.80797, -0.11304, 0.01319], [0.62539, -1.59405, 2.84635], [1.54332, -0.67022, 3.10463], [1.91331, -0.48962, 4.36845], [2.82670, 0.45021, 4.58773], [3.23414, 0.65461, 5.83936], [3.38569, 1.23330, 3.62990], [2.97959, 0.97583, 2.41983], [2.06713, 0.04607, 2.07109], [3.57974, 1.73837, 1.30100], [4.37103, 2.84983, 1.49483], [4.91370, 3.47320, 0.38105], [4.66400, 2.95154, -0.87645], [3.85582, 1.83284, -0.99548], [3.32234, 1.25474, 0.07770], [0.25433, -2.12230, 3.61796], [0.26463, -1.73146, 1.91537], [2.87312, 0.07800, 6.57851], [3.94535, 1.33861, 6.02576], [4.55888, 3.19116, 2.50182], [5.53406, 4.35145, 0.49689], [5.08573, 3.40000, -1.76414], [3.62200, 1.37615, -1.94692], [-2.93589, 3.83132, -4.48816], [-3.28861, 2.48850, -3.87074], [-2.37521, 2.13329, -2.77212], [-1.30466, 1.38896, -3.05514], [-0.30905, 1.06268, -2.17030], [0.76656, 0.16205, -2.73263], [0.62499, -0.28543, -3.84925], [1.82053, -0.03954, -2.00109], [-0.38202, 1.56492, -0.85800], [0.49003, 1.41519, 0.06498], [-1.57876, 2.31178, -0.51870], [-1.79447, 2.72233, 0.80268], [-2.92915, 3.39274, 1.13970], [-3.12994, 3.70102, 2.43711], [-3.90656, 3.74217, 0.18625], [-3.68358, 3.34841, -1.12084], [-2.55323, 2.60289, -1.48276], [-5.06819, 4.47427, 0.50406], [-6.35569, 4.04247, -0.01969], [-7.09407, 5.27179, -0.55615], [-6.65998, 6.46433, 0.26378], [-6.45352, 6.07440, 1.69791], [-5.21581, 5.17023, 1.78028], [-3.63887, 4.07110, -5.28508], [-1.93483, 3.80385, -4.91774], [-2.96480, 4.63118, -3.74655], [-3.21670, 1.68939, -4.60506], [-4.30952, 2.47020, -3.49467], [-1.23016, 0.99712, -4.06205], [-1.06890, 2.47071, 1.56357], [-4.39812, 3.63709, -1.87666], [-6.94451, 3.55355, 0.76486], [-6.23350, 3.31455, -0.81559], [-8.17409, 5.17613, -0.46276], [-6.84167, 5.48905, -1.59196], [-7.33772, 7.22213, 0.18087], [-5.76993, 6.80264, -0.10602], [-7.36391, 5.56962, 2.01441], [-6.33044, 6.97330, 2.29679], [-5.34471, 4.49942, 2.63319], [-4.32639, 5.77204, 1.95985], [5.05089, -0.75218, 0.92950], [4.45112, -1.70851, 0.51137], [3.25413, -1.63790, -0.08952], [4.90837, -3.12365, 0.57974], [6.22956, -3.45024, 0.84864], [6.59929, -4.78545, 0.86783], [5.65587, -5.78092, 0.63490], [4.32926, -5.45485, 0.39589], [3.95590, -4.11702, 0.36449], [2.27428, -3.55078, 0.04001], [1.23322, -4.51345, 1.14936], [-0.13010, -4.69583, 0.88164], [-0.94750, -5.29274, 1.82686], [-0.42958, -5.68005, 3.05738], [0.91221, -5.46152, 3.34665], [1.73893, -4.87108, 2.40553], [1.86400, -3.90801, -1.66811], [1.17586, -5.08227, -1.99070], [0.87821, -5.36254, -3.31267], [1.26360, -4.48287, -4.31558], [1.96216, -3.32795, -3.99901], [2.26772, -3.03744, -2.67946], [6.94772, -2.66213, 1.03097], [7.62804, -5.05608, 1.06322], [5.95937, -6.81926, 0.64257], [3.59481, -6.23448, 0.23592], [-0.55552, -4.36837, -0.05932], [-1.99192, -5.45858, 1.59825], [-1.07304, -6.14675, 3.79139], [1.31522, -5.74893, 4.30892], [2.78061, -4.69568, 2.64355], [0.89241, -5.78695, -1.22111], [0.33921, -6.26792, -3.55744], [1.02064, -4.70221, -5.34679], [2.25472, -2.63595, -4.77612], [2.79625, -2.12735, -2.44140], [-2.29861, -1.95313, -1.06548], [-0.89965, -1.53934, -0.50579], [0.12756, -1.25584, -0.04817], [-3.07852, -1.88686, -0.14208], [-2.54776, -1.16057, -1.95319], [-2.19193, -3.07550, -1.50161]], "forces_ev_per_angstrom": [[1.03, 0.74, 0.43], [-0.07, -0.02, 0.03], [0.04, 0.06, 0.03], [-0.02, -0.03, -0.01], [0.03, 0.02, -0.02], [-0.01, 0.00, 0.01], [-0.07, 0.02, 0.04], [0.07, 0.03, 0.04], [0.06, -0.09, -0.15], [0.07, 0.01, 0.02], [0.06, -0.10, 0.02], [0.03, 0.02, -0.03], [0.05, -0.04, 0.04], [0.12, -0.03, 0.00], [-0.57, 0.24, -0.10], [0.03, 0.00, -0.01], [0.01, -0.03, -0.03], [0.00, 0.01, 0.01], [0.01, -0.01, -0.01], [-0.01, 0.01, 0.00], [0.01, 0.00, 0.00], [0.00, -0.01, -0.01], [-0.05, 0.03, 0.01], [-0.01, 0.00, 0.03], [-0.04, -0.01, -0.01], [0.04, 0.07, -0.03], [-0.12, -0.14, 0.01], [0.01, -0.09, 0.05], [-0.02, 0.00, 0.02], [0.09, 0.13, -0.11], [0.11, -0.28, -0.09], [0.02, 0.05, 0.05], [-0.28, -0.03, 0.06], [0.02, 0.11, -0.03], [0.05, 0.00, -0.02], [-0.04, -0.03, 0.00], [0.01, 0.02, -0.01], [0.04, 0.03, 0.02], [-0.02, 0.01, -0.01], [0.00, -0.02, 0.05], [-0.04, 0.02, -0.04], [0.00, -0.03, 0.07], [-0.01, -0.05, -0.02], [0.00, -0.01, 0.00], [0.03, -0.01, 0.05], [0.03, 0.01, -0.03], [0.00, 0.00, 0.00], [0.00, 0.01, 0.00], [0.00, 0.01, -0.01], [0.01, 0.00, 0.00], [0.00, -0.06, 0.00], [0.03, 0.02, 0.00], [-0.01, 0.00, 0.01], [0.01, 0.01, 0.00], [-0.01, -0.01, -0.01], [0.01, 0.01, 0.00], [0.00, 0.03, 0.01], [0.00, 0.01, 0.00], [0.00, 0.00, 0.00], [-0.01, 0.01, -0.01], [-0.01, 0.01, -0.01], [-0.01, 0.02, -0.02], [-0.01, 0.00, 0.00], [0.00, -0.01, 0.02], [0.14, -0.04, 0.13], [-0.24, 0.06, -0.10], [-0.67, 0.05, -0.09], [0.02, -0.03, -0.02], [-0.02, 0.00, 0.01], [0.01, 0.01, 0.01], [0.01, -0.01, 0.01], [-0.02, 0.00, 0.02], [0.09, 0.23, 0.00], [0.11, -0.87, 0.09], [-0.08, 0.19, -0.04], [-0.03, 0.10, 0.01], [0.00, -0.02, 0.00], [0.01, 0.01, -0.02], [-0.01, 0.03, 0.01], [0.01, -0.06, -0.01], [-0.01, 0.04, 0.00], [0.03, -0.05, -0.01], [-0.01, 0.01, 0.01], [0.01, -0.01, 0.01], [-0.01, -0.01, -0.02], [-0.01, 0.02, 0.02], [-0.01, 0.01, -0.01], [0.00, 0.00, -0.01], [-0.01, 0.00, 0.01], [0.00, 0.00, -0.02], [-0.01, -0.01, 0.00], [-0.01, 0.03, 0.01], [0.01, 0.00, 0.00], [0.00, -0.02, -0.01], [0.00, -0.01, 0.00], [-0.02, 0.02, -0.01], [0.02, -0.01, -0.01], [0.00, 0.00, 0.00], [0.00, 0.01, 0.01], [-0.02, 0.01, -0.01], [-0.08, -0.01, -0.07], [0.01, -0.30, 0.32], [0.11, -0.05, -0.56], [0.00, 0.04, 0.00], [-0.03, 0.04, 0.03], [0.03, 0.00, 0.01]], "lumo_ha": [-0.1744, -0.1824], "total_charge": 2, "gap_ev": [6.404, 7.615], "spin_multiplicity": 2, "e_homo_ev": [-11.2, -12.6]}